Molecular formula: C42H43Br3N4O3OsS2Te
Method: DFT, the ωB97M-V functional and the def2-TZVPD basis

Its charge is +2. For the LUMO energy (alpha / beta), the calculation gives -7.385 / -7.382 eV. The gap between HOMO and LUMO (alpha / beta) is 5.351 / 5.359 eV. Its total energy is -10947.6270 a.u.

```
99
Properties=species:S:1:pos:R:3:lowdin_charge:R:1
Os 0.534 0.802 0.681 1.128
Br 6.596 3.727 1.683 0.875
C 4.865 3.147 1.293 -0.661
C 4.506 2.826 -0.003 -0.061
C 3.216 2.390 -0.229 -0.084
N 2.303 2.267 0.740 0.003
C 2.652 2.608 1.992 -0.197
C 3.923 3.043 2.305 -0.024
C 1.586 2.499 2.996 -0.189
C 1.646 3.091 4.242 -0.023
C 0.577 2.933 5.110 -0.658
Br 0.618 3.732 6.795 0.879
C -0.522 2.190 4.709 -0.054
C -0.510 1.651 3.442 -0.088
N 0.517 1.804 2.601 -0.007
H 5.206 2.921 -0.821 0.122
H 2.897 2.143 -1.229 0.094
H 4.200 3.292 3.319 0.117
H 2.495 3.690 4.537 0.118
H -1.373 2.050 5.360 0.121
H -1.344 1.082 3.069 0.050
Br 4.697 -6.216 0.602 0.782
C 4.657 -4.328 0.600 -0.674
C 5.760 -3.617 0.150 -0.099
C 5.713 -2.229 0.132 -0.047
C 4.565 -1.564 0.533 -0.008
C 3.456 -2.292 0.952 -0.130
C 3.507 -3.681 1.006 -0.068
C 2.149 -1.620 1.154 -0.581
O 1.096 -2.272 1.139 -0.122
O 2.145 -0.319 1.203 -0.226
H 6.643 -4.146 -0.183 0.111
H 6.571 -1.670 -0.219 0.114
H 4.516 -0.483 0.509 0.108
H 2.649 -4.244 1.349 0.115
C -3.285 -3.229 -0.104 -0.104
C -3.181 -3.575 1.378 -0.258
C -1.958 -3.019 2.100 -0.319
S -1.882 -1.281 2.623 1.006
O -1.575 -0.414 1.389 -0.765
C -3.625 -0.947 3.063 -0.298
C -4.388 -0.095 2.050 -0.257
C -4.091 1.400 2.174 -0.090
H -4.157 -3.720 -0.536 0.088
H -2.406 -3.579 -0.649 0.047
H -3.386 -2.155 -0.274 0.049
H -3.121 -4.660 1.477 0.124
H -4.102 -3.280 1.881 0.095
H -1.045 -3.129 1.508 0.054
H -1.804 -3.541 3.049 0.106
H -3.573 -0.447 4.032 0.094
H -4.088 -1.918 3.216 0.081
H -5.452 -0.264 2.216 0.124
H -4.159 -0.435 1.037 0.089
H -4.329 1.760 3.179 0.088
H -4.694 1.971 1.465 0.081
H -3.042 1.612 1.964 0.037
C 4.505 -3.730 -4.504 -0.022
C 3.473 -3.131 -3.590 -0.229
C 2.640 -3.937 -2.830 0.006
C 1.634 -3.415 -2.026 -0.291
C 0.782 -4.398 -1.254 -0.057
C 1.463 -2.022 -1.984 -0.417
Te -0.159 -1.264 -0.873 1.603
C 2.315 -1.179 -2.729 -0.288
C 2.171 0.317 -2.752 -0.082
C 3.305 -1.752 -3.510 0.004
H 4.819 -4.714 -4.160 0.086
H 5.379 -3.086 -4.595 0.086
H 4.083 -3.852 -5.504 0.098
H 2.771 -5.015 -2.865 0.136
H 1.414 -5.149 -0.779 0.088
H 0.104 -4.923 -1.930 0.101
H 0.197 -3.919 -0.474 0.003
H 2.181 0.711 -1.745 -0.006
H 1.227 0.619 -3.212 0.090
H 2.985 0.771 -3.317 0.092
H 3.959 -1.107 -4.089 0.127
S -3.532 5.238 -2.071 1.080
C -2.601 4.017 -1.266 -0.494
C -2.941 2.664 -1.177 -0.037
C -2.070 1.788 -0.581 -0.161
N -0.886 2.155 -0.052 -0.144
C -0.592 3.477 -0.075 -0.113
C -1.401 4.414 -0.655 -0.067
C -4.881 4.289 -2.740 -0.542
C -6.081 4.227 -2.049 -0.076
C -7.119 3.502 -2.624 -0.120
N -7.007 2.882 -3.797 0.079
C -5.852 2.969 -4.456 -0.119
C -4.752 3.666 -3.970 -0.076
H -3.878 2.295 -1.573 0.117
H -2.318 0.739 -0.515 0.063
H 0.332 3.774 0.396 0.101
H -1.110 5.458 -0.648 0.119
H -6.206 4.739 -1.103 0.111
H -8.078 3.423 -2.124 0.115
H -5.806 2.465 -5.415 0.115
H -3.836 3.733 -4.542 0.114
```